A 10-piece molecular cluster, C29H53NO41S11 overall at a distorted geometry, computed with ωB97M-V with the def2-TZVPD basis set.

Values from the calculation:
Gap between HOMO and LUMO ... 9.261 eV
Structure (SMILES) ... C[C@@H](COC(=O)CS[C@@H]1CNC(=O)C1)OC(=O)CS.O=S1(=O)OCCO1.O=S1(=O)OCCO1.O=S1(=O)OCCO1.O=S1(=O)OCCO1.O=S1(=O)OCCO1.O=S1(=O)OCCO1.O=S1(=O)OCCO1.O=S1(=O)OCCO1.O=S1(=O)OCCO1
Total energy ... -235547.585 eV

ORCA input file:
```
! RIJCOSX wB97M-V def2-TZVPD def2/J DEFGRID3
* xyz 0 1
C 3.16468 -2.48256 1.91433
C 2.54874 -2.66741 0.52757
C 1.03665 -2.89033 0.73632
O 0.45773 -3.58687 -0.38316
C -0.52464 -2.75470 -0.90559
O -0.22157 -1.80044 -1.56840
C -1.95712 -3.15600 -0.57160
S -2.64347 -1.94379 0.60032
C -4.41864 -1.91441 0.20444
C -4.92263 -0.95276 -0.91562
N -5.56133 0.11173 -0.11388
C -5.57878 -0.16309 1.24761
O -5.69785 0.63965 2.13769
C -5.42828 -1.70644 1.34520
O 2.63805 -1.52435 -0.36337
C 3.42112 -0.49138 0.04569
O 2.94995 0.51629 0.50652
C 4.93744 -0.58647 -0.14821
S 5.43439 0.05324 -1.78354
H 2.95645 -3.40023 2.46114
H 2.62972 -1.69666 2.45581
H 4.24351 -2.36439 1.92252
H 2.90713 -3.54815 -0.01486
H 0.61601 -1.87867 0.81043
H 0.82028 -3.36215 1.70065
H -1.99025 -4.16075 -0.14590
H -2.51342 -3.19531 -1.51405
H -4.56855 -2.90659 -0.24625
H -4.14343 -0.60275 -1.58676
H -5.74729 -1.52088 -1.36073
H -5.27205 1.05230 -0.34694
H -5.10718 -2.10523 2.30314
H -6.32369 -2.20155 0.95705
H 5.37349 0.04338 0.62690
H 5.28608 -1.61059 0.01369
H 6.47575 0.84243 -1.44624
C -0.67290 -7.26838 -2.93994
C -0.10525 -7.80243 -1.64329
O -1.11316 -7.52022 -0.66929
S -2.56239 -7.60421 -1.36124
O -3.11677 -8.88350 -1.09791
O -3.25939 -6.40107 -1.07086
O -2.07314 -7.57033 -2.89074
H -0.56112 -6.18319 -3.00561
H -0.21836 -7.73220 -3.81174
H 0.83381 -7.32868 -1.36903
H 0.03302 -8.88533 -1.68670
C 0.10916 3.03317 1.81788
C 1.35542 3.02092 0.96033
O 1.49468 4.37458 0.51249
S 0.93693 5.36763 1.64933
O 2.03490 5.84374 2.41430
O 0.00449 6.24739 1.04395
O 0.14913 4.27744 2.52402
H -0.79650 3.01988 1.20558
H 0.08380 2.20198 2.51865
H 1.27619 2.34425 0.11535
H 2.23751 2.76336 1.54727
C -4.01223 6.58887 5.26073
C -3.95071 5.26411 5.98928
O -2.92768 4.52313 5.30594
S -1.80650 5.53745 4.76456
O -0.73007 5.56185 5.68981
O -1.60433 5.28641 3.38492
O -2.65084 6.89769 4.94333
H -4.57043 6.50502 4.32527
H -4.44777 7.37601 5.87150
H -4.89442 4.72635 5.96108
H -3.64131 5.39589 7.02100
C 6.71733 -5.37243 5.52412
C 7.32230 -3.99649 5.34670
O 6.80221 -3.53414 4.09391
S 5.32621 -4.12449 3.87763
O 4.39247 -3.14156 4.28871
O 5.27390 -4.75134 2.60676
O 5.38182 -5.25171 5.01852
H 7.24324 -6.11967 4.92640
H 6.70167 -5.68754 6.56416
H 8.40839 -4.01628 5.32520
H 6.98694 -3.31067 6.12773
C -7.44711 -6.76656 -3.90850
C -6.94467 -8.01915 -3.22124
O -5.82438 -8.43658 -4.00923
S -5.08813 -7.14816 -4.61937
O -3.98096 -6.82461 -3.78890
O -4.95406 -7.32808 -6.01865
O -6.26343 -6.08459 -4.33626
H -8.04175 -7.00827 -4.79216
H -8.02921 -6.13378 -3.24329
H -7.69570 -8.80336 -3.18099
H -6.58882 -7.80466 -2.21072
C -3.18729 4.89554 11.89686
C -2.67747 6.28544 11.58100
O -3.21277 6.57736 10.28498
S -4.64216 5.86694 10.12528
O -5.65838 6.81320 10.40649
O -4.62812 5.10921 8.92450
O -4.52158 4.86758 11.37500
H -2.60245 4.13078 11.38165
H -3.19367 4.68798 12.96374
H -1.59241 6.33953 11.56692
H -3.06893 7.02325 12.28490
C 4.49873 3.32234 -5.28545
C 5.17351 4.29716 -4.34634
O 6.38088 3.63146 -3.94284
S 6.91211 2.71590 -5.15080
O 7.91613 3.42465 -5.85731
O 7.12528 1.40268 -4.65497
O 5.57198 2.73009 -6.03042
H 3.98627 2.53090 -4.73411
H 3.79557 3.80958 -5.95595
H 4.56029 4.53557 -3.48153
H 5.45022 5.21934 -4.86163
C 1.04144 0.61334 -3.55747
C 1.41185 0.78570 -5.01282
O 0.78663 2.01927 -5.40038
S 0.75874 3.02021 -4.13515
O 1.86306 3.90896 -4.24107
O -0.57064 3.47638 -3.96158
O 1.09121 1.93792 -3.00722
H 0.02399 0.23656 -3.44481
H 1.72745 -0.04252 -3.02705
H 1.06035 -0.03448 -5.63266
H 2.49124 0.89898 -5.13997
C 0.83603 5.06518 -8.58375
C 1.29844 3.79089 -7.91253
O 2.42442 3.35922 -8.68680
S 3.19734 4.64533 -9.26166
O 4.29272 4.93537 -8.40764
O 3.35112 4.48611 -10.66065
O 2.04296 5.72721 -8.97964
H 0.25084 4.85289 -9.48133
H 0.25596 5.69802 -7.91684
H 0.52854 3.02507 -7.89723
H 1.64154 3.98036 -6.89432
*
```

Here are the Mulliken charges for atoms 1 to 6, given in e: atom 1 (C): -1.22, atom 2 (C): 0.37, atom 3 (C): -0.89, atom 4 (O): -0.34, atom 5 (C): 0.09, atom 6 (O): -0.40